1.
C28H20B3N6O26 | wB97M-V/def2-TZVPD

Computed properties:
net charge = -3
2S+1 = 1
LUMO = 4.15 eV

Last column: Löwdin charge in e.
Positions of all 83 atoms, in Å:
O -13.67 -23.34 -16.13  0.155
O -11.81 -29.10 -12.58  0.231
O -15.14 -24.67 -10.63  0.244
O -15.16 -25.31 -15.70  0.196
O -13.97 -22.75 -10.55  0.165
O -17.75 -28.22 -10.33  0.098
O -17.17 -27.64 -13.16  0.103
O -13.72 -24.06 -13.92  0.205
O -12.48 -22.28 -13.07  0.070
O -12.62 -28.14 -10.51  0.190
O -12.50 -26.46 -8.89  0.069
O -13.98 -28.28 -12.64  0.231
O -12.15 -26.70 -12.34  0.233
O -7.29 -23.84 -18.72  0.044
O -16.62 -25.57 -12.20  0.215
O -17.12 -26.08 -10.03  0.244
O -11.92 -24.72 -11.20  0.103
O -14.79 -29.62 -14.27  0.070
O -12.87 -25.62 -15.61  0.209
O -12.46 -21.41 -15.88  0.080
O -12.15 -31.05 -13.71  0.101
O -12.87 -27.82 -16.48  0.081
O -16.54 -21.53 -10.67  0.081
O -15.80 -27.44 -16.02  0.131
O -17.22 -23.67 -10.76  0.248
O -7.34 -24.18 -20.86  0.034
N -10.38 -20.14 -13.26  0.156
N -15.81 -26.67 -19.28  0.144
N -7.72 -24.48 -19.71  -0.316
N -9.79 -23.56 -13.09  0.172
N -12.78 -19.86 -11.48  0.187
N -17.69 -23.16 -17.14  0.117
C -13.88 -29.31 -13.43  -0.324
C -10.24 -27.18 -20.29  -0.050
C -17.36 -27.13 -10.74  -0.401
C -13.08 -22.90 -13.96  -0.348
C -12.50 -29.99 -13.24  -0.400
C -17.00 -26.83 -12.19  -0.322
C -16.31 -22.75 -10.70  -0.402
C -11.16 -25.68 -18.63  -0.025
C -13.01 -22.41 -15.45  -0.358
C -9.00 -26.48 -20.34  -0.027
C -17.70 -23.02 -15.96  -0.239
C -15.39 -25.59 -19.14  -0.290
C -14.97 -18.45 -11.69  -0.070
C -15.01 -23.36 -10.65  -0.415
C -12.17 -25.95 -11.26  -0.357
C -8.98 -22.99 -15.58  -0.073
C -14.95 -26.57 -15.98  -0.404
C -17.78 -22.99 -14.49  -0.046
C -9.42 -23.32 -14.18  -0.240
C -8.89 -25.37 -19.55  -0.163
C -12.48 -26.85 -10.09  -0.318
C -14.86 -24.27 -18.94  -0.064
C -11.79 -18.37 -14.62  -0.082
C -11.29 -26.76 -19.45  -0.059
C -9.97 -24.91 -18.75  0.029
C -13.73 -19.26 -11.62  -0.273
C -11.02 -19.37 -13.88  -0.306
C -13.42 -26.74 -16.12  -0.301
B -12.66 -28.04 -12.02  -0.844
B -13.89 -24.61 -15.34  -0.817
B -16.58 -24.98 -10.85  -0.854
H -15.39 -18.36 -10.69  0.076
H -10.26 -28.10 -20.85  0.095
H -18.79 -23.19 -14.14  0.084
H -15.64 -18.88 -12.44  0.075
H -8.28 -26.92 -21.01  0.108
H -12.80 -18.39 -14.21  0.060
H -9.03 -23.92 -16.15  0.050
H -14.57 -24.07 -19.97  0.081
H -14.05 -24.30 -18.22  0.058
H -11.71 -18.57 -15.69  0.074
H -9.66 -22.30 -16.07  0.061
H -9.90 -23.92 -18.34  0.108
H -12.21 -27.33 -19.43  0.112
H -14.60 -17.48 -12.01  0.059
H -17.38 -22.05 -14.10  0.080
H -11.95 -25.32 -18.00  0.096
H -15.57 -23.53 -18.56  0.062
H -7.99 -22.53 -15.59  0.068
H -11.39 -17.40 -14.31  0.067
H -17.18 -23.80 -14.07  0.074

2.
C33H38FeN8O3 | wB97M-V/def2-TZVPD

Computed properties:
relative energy (zero: lowest compared OMol25 entry of this formula, charge and spin) = 13.02 kcal/mol
2S+1 = 5
LUMO (spin up / spin down) = 0.12 / 0.11 eV

Last column: Löwdin charge in e.
Positions of all 83 atoms, in Å:
Fe 0.40 0.50 1.00  0.853
O 4.06 0.58 3.24  0.027
O -0.12 2.69 1.77  -0.010
O -2.59 -1.61 3.07  -0.020
N -2.05 1.68 2.48  0.191
N -3.45 3.44 2.53  -0.095
N -1.21 -1.16 1.28  0.054
N 0.82 -0.34 -1.01  0.203
N 0.91 -0.17 -3.46  -0.079
N -4.29 1.25 2.87  0.233
N 2.60 0.60 1.44  0.044
N 0.74 -0.52 2.86  0.085
C -4.65 4.20 2.27  -0.025
C -1.49 -1.31 2.56  -0.529
C -0.31 -1.05 3.46  -0.181
C 4.84 -1.21 0.97  -0.044
C 5.17 1.33 -1.81  -0.110
C 2.98 0.36 2.70  -0.492
C 1.43 -2.12 -4.85  -0.172
C -2.57 -0.90 -0.74  -0.217
C 5.38 0.24 -0.98  -0.069
C -0.85 -1.07 -4.92  -0.173
C -1.47 -3.99 1.19  -0.037
C 1.98 -0.85 -4.21  -0.131
C 4.57 -0.01 0.12  -0.200
C 0.86 -0.27 -2.16  -0.200
C 2.17 2.93 -0.15  -0.060
C -2.00 -1.70 0.26  -0.199
C -0.29 0.17 -4.23  -0.129
C 1.86 -0.24 3.52  -0.161
C 1.97 -0.53 4.87  0.015
C -0.28 -1.35 4.81  0.011
C -3.31 2.10 2.65  -0.396
C -1.30 2.73 2.15  -0.457
C 0.88 -1.10 5.52  -0.035
C -3.46 -2.87 -1.84  -0.105
C 3.50 0.87 0.41  -0.208
C -2.47 0.60 -0.70  -0.049
C -3.29 -1.49 -1.77  -0.086
C 4.11 2.18 -1.53  -0.076
C -2.14 4.00 2.27  -0.030
C 0.23 -1.77 -5.74  -0.198
C -2.87 -3.66 -0.86  -0.059
C -2.14 -3.10 0.17  -0.198
C 3.29 1.97 -0.43  -0.226
H -1.79 4.60 3.12  0.142
H -2.99 -4.74 -0.91  0.105
H -5.52 3.69 2.69  0.082
H -2.68 1.02 -1.69  0.070
H 0.94 -1.34 6.57  0.108
H -1.02 0.61 -3.55  0.115
H 2.29 3.85 -0.73  0.079
H -2.10 4.61 1.37  0.139
H -1.48 0.93 -0.38  0.025
H -0.17 -2.67 -6.20  0.111
H 0.00 0.92 -4.97  0.129
H 2.32 -0.16 -4.99  0.129
H 0.56 -1.10 -6.55  0.114
H -4.02 0.26 3.03  0.130
H 5.56 -1.88 0.50  0.073
H -3.73 -0.86 -2.53  0.103
H 3.92 -1.76 1.17  0.084
H 1.11 -2.80 -4.06  0.122
H 5.81 1.51 -2.66  0.092
H -1.69 -0.77 -5.55  0.115
H -4.04 -3.31 -2.64  0.094
H -5.23 1.56 3.03  0.107
H 2.81 -1.05 -3.54  0.130
H 5.24 -0.90 1.94  0.073
H 2.21 -2.61 -5.43  0.114
H 2.91 -0.31 5.37  0.118
H 3.94 3.04 -2.17  0.101
H -4.81 4.33 1.19  0.097
H 1.20 2.50 -0.41  0.045
H -4.57 5.18 2.73  0.095
H -3.19 1.02 0.01  0.070
H 2.13 3.18 0.91  0.071
H -1.24 -1.76 -4.16  0.111
H -1.16 -1.78 5.27  0.115
H 6.21 -0.44 -1.19  0.102
H -0.42 -3.69 1.31  0.086
H -1.95 -3.88 2.16  0.077
H -1.52 -5.03 0.89  0.074

3.
C4H11O | wB97M-V/def2-TZVPD

Computed properties:
net charge = -1
relative energy (zero: lowest compared OMol25 entry of this formula, charge and spin) = 12.48 kcal/mol
2S+1 = 1
LUMO = 3.55 eV

Last column: Löwdin charge in e.
Positions of all 16 atoms, in Å:
O 3.38 -0.84 -1.38  -0.480
C -2.55 -0.37 -0.50  -0.142
C -1.08 -0.51 -0.05  -0.296
C 3.33 0.15 -0.46  -0.536
C -0.80 0.49 1.09  -0.132
H -0.92 -1.48 0.40  0.094
H 3.85 1.10 -0.77  0.016
H 2.29 0.51 -0.20  0.007
H -0.89 0.00 2.06  0.061
H -2.65 0.59 -1.00  0.062
H -1.54 1.28 1.09  0.051
H -2.81 -1.14 -1.22  0.057
H 3.83 -0.16 0.49  0.021
H -0.41 -0.28 -0.88  0.103
H 0.17 0.98 0.98  0.055
H -3.21 -0.32 0.36  0.060

4.
C4H4N2O | wB97M-V/def2-TZVPD

Computed properties:
relative energy (zero: lowest compared OMol25 entry of this formula, charge and spin) = 127.54 kcal/mol
2S+1 = 1
LUMO (spin up / spin down) = -1.68 / -1.63 eV

Last column: Löwdin charge in e.
Positions of all 11 atoms, in Å:
O -0.73 -1.83 -0.80  0.118
N 0.35 2.51 0.28  0.161
N 1.82 -0.39 -0.93  0.164
C 0.21 1.36 0.26  -0.232
C -1.32 0.21 0.41  0.082
C -0.50 -0.88 -0.09  -0.417
C 0.93 -0.24 0.04  -0.329
H 1.23 -0.41 1.09  0.162
H -2.12 0.58 -0.23  0.113
H 1.55 -1.20 -1.51  0.070
H -1.42 0.30 1.48  0.108

5.
C19H44AsN4Si2V | wB97M-V/def2-TZVPD

Computed properties:
net charge = +2
relative energy (zero: lowest compared OMol25 entry of this formula, charge and spin) = 9.71 kcal/mol
2S+1 = 3
LUMO (spin up / spin down) = -6.79 / -5.93 eV

Last column: Löwdin charge in e.
Positions of all 71 atoms, in Å:
As -2.07 -0.62 2.05  1.089
V 0.16 -0.37 0.71  0.693
Si -1.64 0.77 -1.85  0.557
Si 1.41 0.23 -2.75  0.564
N 0.01 -2.55 0.52  -0.038
N 0.40 1.55 0.82  -0.081
N 1.21 -1.07 2.53  -0.148
N 2.32 -0.50 0.25  -0.004
C -2.62 1.59 -0.43  -0.174
C 1.18 -2.53 2.67  -0.163
C 0.94 3.81 1.27  -0.020
C 0.22 0.56 -1.25  -0.390
C 2.55 -0.49 2.63  -0.166
C 3.26 -0.82 1.32  -0.164
C -2.98 0.84 3.01  -0.253
C 0.60 2.54 1.69  -0.097
C 1.10 4.05 -0.09  0.001
C 0.53 1.76 -0.50  -0.459
C 1.04 -3.23 1.31  -0.191
C -1.88 2.07 -3.23  -0.154
C 0.95 0.91 -4.47  -0.165
C -2.22 -0.98 -2.36  -0.158
C 0.90 3.02 -0.99  -0.008
C 3.15 0.97 -2.35  -0.156
C -2.12 -1.88 3.57  -0.276
C 1.44 -1.68 -2.94  -0.157
C -3.56 -1.43 1.07  -0.246
H 2.25 -1.96 -3.60  0.044
H 3.90 0.21 -2.14  0.037
H 4.20 -0.25 1.24  0.142
H 3.52 -1.88 1.31  0.119
H -2.46 1.04 3.94  0.042
H -1.97 -2.91 3.26  0.037
H -2.71 2.66 -0.62  0.052
H 1.38 5.03 -0.44  0.129
H 2.51 -1.06 -0.58  0.074
H -3.22 -2.09 0.28  0.021
H -1.26 2.95 -3.08  0.033
H -1.71 1.69 -4.23  0.023
H -2.00 -1.14 -3.41  0.035
H 3.10 -0.87 3.49  0.141
H -2.91 2.41 -3.18  0.044
H -2.14 1.47 0.54  -0.057
H 0.53 -2.01 -3.41  0.031
H 2.46 0.60 2.73  0.121
H 1.08 4.60 1.99  0.119
H -4.17 -2.00 1.77  0.049
H 0.32 -2.82 3.28  0.103
H -3.64 1.21 -0.36  0.034
H 1.01 3.16 -2.05  0.122
H 3.15 1.69 -1.54  0.020
H 0.64 -0.66 3.27  0.109
H -3.12 -1.80 4.00  0.049
H -3.05 1.76 2.44  0.029
H 0.46 2.32 2.75  0.125
H 2.08 -2.89 3.18  0.141
H 1.80 0.75 -5.13  0.045
H 1.98 -3.21 0.76  0.110
H 2.48 0.46 -0.04  0.067
H -4.19 -0.65 0.62  0.031
H 1.57 -2.24 -2.01  -0.002
H 0.11 0.39 -4.90  0.031
H 0.79 -4.28 1.50  0.140
H -4.00 0.51 3.23  0.053
H -1.40 -1.62 4.35  0.036
H 0.08 -2.84 -0.46  0.096
H -3.30 -1.06 -2.25  0.035
H -1.76 -1.78 -1.80  0.004
H -0.91 -2.87 0.84  0.081
H 3.51 1.51 -3.23  0.044
H 0.74 1.97 -4.49  0.031

6.
C24H37O2PmSi | wB97M-V/def2-TZVPD

Computed properties:
2S+1 = 5
LUMO (spin up / spin down) = 0.25 / 0.27 eV

Last column: Löwdin charge in e.
Positions of all 65 atoms, in Å:
Pm 0.76 0.07 -1.07  1.586
Si -1.21 2.72 3.10  0.488
O 1.02 -2.94 -4.65  -0.055
O 0.00 -4.59 -2.59  -0.247
C -0.80 -5.02 -1.46  -0.176
C 2.98 0.27 0.30  -0.240
C 1.56 -5.22 -1.04  -0.187
C 0.53 2.39 -2.09  -0.253
C -0.84 2.33 -1.43  -0.410
C 0.55 1.55 -3.20  -0.272
C -0.89 2.33 1.27  -0.051
C 1.55 -1.42 1.05  -0.227
C -0.72 4.51 3.26  -0.194
C -0.21 1.70 4.36  -0.185
C 0.72 -2.73 -7.15  -0.023
C 2.77 -1.15 0.32  -0.221
C 1.18 -3.98 -1.83  -0.141
C -1.44 1.10 -2.10  -0.238
C 1.94 0.86 1.07  -0.268
C 0.21 -5.77 -0.51  -0.141
C -0.67 0.77 -3.21  -0.244
C 1.03 -4.82 -6.02  -0.089
C -0.79 2.23 0.05  -0.111
C 1.09 -0.17 1.57  -0.235
C 1.51 -3.35 -6.01  -0.536
C 0.51 -4.26 -4.77  -0.299
C -3.04 2.52 3.48  -0.186
C 3.02 -3.15 -6.04  -0.013
H -3.29 1.56 3.95  0.028
H 0.07 -5.07 -6.55  0.128
H 3.85 0.79 -0.12  0.104
H 3.43 -1.91 -0.10  0.092
H 0.79 -3.20 -1.14  0.092
H -0.78 0.83 4.71  0.030
H 0.75 1.33 3.97  0.015
H 1.35 1.41 -3.90  0.092
H 1.73 -5.64 -5.85  0.119
H 1.35 2.98 -1.69  0.092
H 3.27 -2.10 -5.83  0.085
H -3.58 2.58 2.53  0.028
H 3.46 -3.41 -7.00  0.086
H -3.40 3.32 4.14  0.032
H 0.93 -4.92 -4.04  0.106
H 1.16 -3.05 -8.11  0.099
H -1.62 -5.70 -1.77  0.126
H 0.36 4.59 3.40  0.033
H 1.78 1.92 1.23  0.095
H -0.57 -4.16 -4.86  0.136
H 0.25 -0.05 2.24  0.077
H 0.09 -6.84 -0.73  0.103
H -0.97 5.01 2.32  0.031
H -1.20 5.06 4.08  0.032
H -1.47 3.20 -1.69  0.145
H 1.99 -5.97 -1.73  0.121
H 2.05 -3.63 -2.41  0.129
H 1.10 -2.41 1.21  0.093
H 0.65 -1.64 -7.13  0.086
H -0.88 -0.01 -3.94  0.100
H 2.32 -5.03 -0.29  0.106
H 0.11 -5.62 0.58  0.107
H -2.39 0.68 -1.79  0.091
H 0.01 2.33 5.23  0.034
H -1.21 -4.08 -0.99  0.121
H 3.52 -3.70 -5.23  0.086
H -0.31 -3.12 -7.10  0.085

7.
C3H7S | wB97M-V/def2-TZVPD

Computed properties:
SMILES string = CCC[S-]
net charge = -1
relative energy (zero: lowest compared OMol25 entry of this formula, charge and spin) = 5.13 kcal/mol
2S+1 = 1
LUMO = 4.45 eV

Last column: Löwdin charge in e.
Positions of all 11 atoms, in Å:
S 1.47 -1.70 0.99  0.018
C -0.57 -0.18 -0.16  -0.404
C 0.04 -0.52 1.17  -0.772
C 0.22 0.85 -1.01  -0.161
H 0.37 0.29 1.82  0.026
H 0.13 1.90 -0.73  0.050
H -0.05 0.82 -2.06  0.048
H -0.68 -1.08 1.76  0.009
H -0.53 -1.06 -0.81  0.066
H 1.26 0.56 -0.84  0.036
H -1.64 0.11 -0.13  0.082

8.
C10H13N3S | wB97M-V/def2-TZVPD

Computed properties:
relative energy (zero: lowest compared OMol25 entry of this formula, charge and spin) = 24.38 kcal/mol
2S+1 = 1
LUMO = -0.39 eV

Last column: Löwdin charge in e.
Positions of all 27 atoms, in Å:
S -1.49 -0.95 3.14  0.972
N -0.65 0.25 2.35  -0.198
N -2.48 -1.48 1.98  -0.238
N 1.04 -1.81 0.31  0.009
C 1.91 0.22 -0.91  -0.198
C -1.19 0.21 1.14  -0.367
C 2.16 -1.23 -0.44  -0.283
C -2.87 -0.88 -0.41  -0.037
C 1.69 1.26 0.23  -0.180
C -2.49 -0.06 -1.44  -0.056
C 0.33 2.03 0.18  -0.142
C -2.24 -0.75 0.87  -0.339
C -1.42 0.91 -1.21  -0.040
C -0.81 1.02 0.00  -0.197
H 0.30 2.84 -0.56  0.112
H 2.29 -1.84 -1.34  0.110
H 0.18 2.51 1.17  0.110
H 1.12 0.23 -1.68  0.099
H -3.64 -1.63 -0.59  0.113
H -1.09 1.57 -2.02  0.115
H 1.76 0.77 1.22  0.097
H -2.95 -0.12 -2.43  0.105
H 3.09 -1.25 0.16  0.107
H 2.84 0.53 -1.44  0.104
H 1.02 -2.82 0.26  0.068
H 2.49 2.03 0.15  0.103
H 1.10 -1.56 1.30  0.051

Energy per entry: -3438.8679 -3207.9033 -234.1914 -339.3784 -4727.7352 -1984.7239 -516.7042 -951.2964 a.u.